No. 1
Here is a single C22H24N2O5 molecule from the OMol25 dataset. Energies are from ωB97M-V/def2-TZVPD.

Each line ends with the Löwdin charge.
Element x y z (Å)
C: -1.25049 -2.80121 1.54920  -0.05
C: -0.09951 -2.26096 0.75466  -0.28
C: 1.16587 -2.16697 1.32530  -0.04
C: 2.22800 -1.64184 0.61664  -0.01
C: 2.04563 -1.21869 -0.69700  -0.15
C: 3.12872 -0.58897 -1.48992  -0.33
O: 3.10963 -0.54007 -2.69931  0.13
C: 4.29306 -0.05293 -0.70987  -0.10
C: 5.49627 -0.74555 -0.77611  -0.01
C: 6.61150 -0.29377 -0.09204  -0.06
C: 6.54245 0.86773 0.66146  -0.06
C: 5.35738 1.57410 0.72176  0.00
C: 4.22800 1.12642 0.03984  -0.06
C: 2.98834 1.93215 0.15833  -0.42
O: 2.85863 2.88528 0.88310  0.13
O: 2.02798 1.49311 -0.67727  0.00
C: 0.70627 1.91455 -0.41646  -0.04
C: 0.20588 1.17179 0.81119  -0.40
O: 0.94813 0.75358 1.66485  0.12
N: -1.15148 0.98394 0.94429  0.19
C: -2.17653 1.10654 -0.01059  -0.51
O: -2.01286 1.62910 -1.08740  0.08
N: -3.33347 0.56678 0.42394  0.13
C: -4.58208 0.53945 -0.34882  -0.59
C: -5.01476 1.97069 -0.67162  -0.03
C: -4.35804 -0.25572 -1.63675  -0.03
C: -5.63051 -0.14814 0.52401  -0.04
C: 0.78872 -1.34735 -1.28514  0.00
C: -0.27285 -1.85154 -0.56263  -0.04
H: -1.18524 -3.88797 1.60730  0.09
H: -2.20042 -2.54521 1.08410  0.06
H: -1.23117 -2.41624 2.56744  0.08
H: 1.31173 -2.48733 2.34644  0.12
H: 3.19751 -1.55500 1.08403  0.12
H: 5.54930 -1.64748 -1.36840  0.12
H: 7.53658 -0.84798 -0.15101  0.11
H: 7.41226 1.22169 1.19400  0.10
H: 5.27523 2.48546 1.29450  0.12
H: 0.10849 1.69454 -1.29994  0.13
H: 0.67721 2.99095 -0.20158  0.15
H: -1.37784 0.49671 1.80447  0.15
H: -3.37654 0.17699 1.35135  0.14
H: -5.94578 1.96142 -1.23076  0.09
H: -4.25093 2.46000 -1.26828  0.08
H: -5.16125 2.53874 0.24432  0.09
H: -3.57989 0.21612 -2.22911  0.08
H: -4.05719 -1.27575 -1.40694  0.08
H: -5.27341 -0.28623 -2.22035  0.09
H: -5.32336 -1.16278 0.77066  0.08
H: -6.57620 -0.19977 -0.00761  0.09
H: -5.78838 0.40748 1.44628  0.09
H: 0.66061 -1.02004 -2.30599  0.13
H: -1.24915 -1.91981 -1.02253  0.11

**HOMO-LUMO gap**: 9.488 eV
**Charge**: 0
**Multiplicity**: 1

***

No. 2
Here is 4 unconnected molecules or ions with the total composition C3H13NO3 in a non-equilibrium geometry from the OMol25 dataset. Energies are from ωB97M-V/def2-TZVPD.

Each line ends with the Löwdin charge.
Element x y z (Å)
N: 0.61241 -2.17606 -0.61357  0.19
C: 1.03474 -2.34528 0.77435  -0.20
C: -0.00127 -3.29852 2.84088  0.16
C: 0.06971 -3.23001 1.46878  -0.08
H: 0.88586 -3.07484 -1.00607  0.13
H: 1.08642 -1.46356 -1.17003  0.13
H: 1.19030 -1.41293 1.33804  0.16
H: 2.02598 -2.81312 0.63591  0.19
H: -0.83592 -3.86730 3.21057  0.09
H: 0.71160 -2.78780 3.49685  0.10
H: -0.84249 -3.45022 0.88899  0.14
H: -3.03497 4.54129 -1.29629  -0.02
H: -3.76313 3.95382 -2.48269  0.03
O: -3.72389 4.73805 -1.93168  -0.06
H: 3.36248 1.25773 -2.35331  0.03
H: 2.33951 2.34066 -2.00410  0.04
O: 2.51216 1.39840 -1.93573  -0.07
H: -0.77923 3.23800 -0.01371  0.03
H: -1.39445 4.58805 0.38933  0.06
O: -1.45583 3.86367 -0.23652  -0.03

**⟨S²⟩**: 0.762
**HOMO-LUMO gap (spin up / spin down)**: 8.451 / 3.437 eV
**Charge**: +1
**Multiplicity**: 2

***

Energy relative to the best compared isomer or geometry (same formula, charge and spin) for every record listed, in sequence, given in kJ/mol: 0.00 283.65.